Entry 1:
Computed, not measured: a cluster of 2 separate species, C3H3O2S in total at a distorted geometry, with ωB97M-V/def2-TZVPD.

Last column: Löwdin charge in e.
Cartesian coordinates (Å):
C  2.025077  -0.928112  -0.258712  -0.51
C  2.810152  -0.121716  0.547462  -0.96
C  0.071091  -0.067718  0.020544  -0.01
O  1.982359  -1.811728  -1.033618  0.02
O  3.160822  -0.088374  1.709608  -0.04
S  3.171201  0.878479  -0.812341  0.60
H  -0.475524  -0.648210  -0.646472  -0.03
H  -0.356994  0.138348  0.943942  -0.04
H  0.573848  0.865256  -0.338170  -0.02

Forces on atoms 1 to 3 (eV/Å):
C -5.19 -0.72 0.01
C 2.50 1.70 0.59
C 4.73 1.28 -0.87

For the HOMO energy, the calculation gives -3.624 eV. The calculation puts the HOMO-LUMO gap at 7.4 eV. As for the net charge: -1. The relative energy (zero: lowest compared OMol25 entry of this formula, charge and spin) comes out at 2.536 eV.

=====

Entry 2:
Computed, not measured: a cluster of 2 separate species, C5H8N in total at a distorted geometry, with ωB97M-V/def2-TZVPD.

Last column: Löwdin charge in e.
Cartesian coordinates (Å):
C  3.717830  -0.776868  0.294261  0.01
C  -2.577550  -1.072633  0.082234  0.16
C  -1.547422  -0.315896  0.475184  -0.13
C  0.246640  1.328161  -0.167371  -0.05
C  -0.801866  0.507458  -0.422938  -0.02
N  2.769112  -0.292392  -0.145413  0.06
H  4.769377  -1.187101  0.432530  0.12
H  -3.347376  -1.742697  0.493294  0.11
H  -2.739594  -0.854222  -1.046420  0.11
H  0.164505  1.845372  0.758212  0.12
H  0.487675  2.025327  -0.905550  0.09
H  1.221554  0.595981  0.130349  0.14
H  -1.184954  -0.428867  1.493635  0.13
H  -1.177934  0.368376  -1.472011  0.15

Forces on atoms 1 to 3 (eV/Å):
C 1.44 -0.13 -1.01
C -1.01 1.04 -4.30
C 1.26 -0.44 2.11

For the HOMO energy, the calculation gives -15.585 eV. The calculation puts the HOMO-LUMO gap at 9.4 eV. As for the net charge: +1. The relative energy (zero: lowest compared OMol25 entry of this formula, charge and spin) comes out at 3.940 eV.

=====

Entry 3:
Computed, not measured: a cluster of 3 separate species, C2H4O2 in total at a distorted geometry, with ωB97M-V/def2-TZVPD.

Last column: Löwdin charge in e.
Cartesian coordinates (Å):
C  -1.206290  -0.012453  0.028833  0.06
C  0.895613  -0.305820  -0.104990  -0.61
O  0.948998  0.802763  0.393847  0.06
O  1.279535  -1.300610  -0.566953  0.17
H  2.411874  0.849900  0.178681  0.26
H  -1.500511  0.821226  0.649719  0.02
H  -1.443641  -0.980262  0.450671  0.02
H  -1.385577  0.125256  -1.029809  0.02

Forces on atoms 1 to 3 (eV/Å):
C 1.38 -0.86 -0.23
C -5.75 -0.85 -0.01
O 5.07 1.00 -0.28

For the HOMO energy (alpha / beta), the calculation gives -8.878 / -8.502 eV. The calculation puts the HOMO-LUMO gap (alpha / beta) at 8.4 / 7.6 eV. As for the net charge: 0. The relative energy (zero: lowest compared OMol25 entry of this formula, charge and spin) comes out at 5.301 eV.

=====

Entry 4:
Computed, not measured: the molecule C6H13NO at a distorted geometry, with ωB97M-V/def2-TZVPD.

Last column: Löwdin charge in e.
Cartesian coordinates (Å):
C  1.932333  2.766339  -0.243225  -0.30
O  2.253369  3.199117  1.028081  -0.11
C  0.601870  1.946608  -0.146696  -0.18
C  0.688239  0.623894  0.655872  -0.18
C  0.148145  -0.587773  -0.165149  -0.11
C  -0.692885  -1.503325  0.335816  -0.15
N  -1.105094  -2.681148  -0.387115  -0.12
C  -2.349052  -3.333929  -0.435004  -0.15
H  1.754371  3.730706  -0.799323  0.12
H  2.861845  2.304799  -0.665784  0.13
H  1.402638  3.106625  1.574916  0.12
H  -0.109328  2.609317  0.304032  0.09
H  0.103343  1.964727  -1.099203  0.10
H  1.659765  0.376105  1.010639  0.10
H  0.115419  0.799687  1.532344  0.09
H  0.490954  -0.808184  -1.206657  0.11
H  -1.072160  -1.375622  1.340330  0.11
H  -0.716949  -2.502911  -1.309466  0.10
H  -3.211096  -2.742260  -0.650316  0.06
H  -2.435482  -3.796654  0.567868  0.09
H  -2.320246  -4.096118  -1.241960  0.09

Forces on atoms 1 to 3 (eV/Å):
C -0.91 0.76 -1.22
O -1.23 -0.13 3.31
C 1.72 0.51 -0.56

For the HOMO energy, the calculation gives -7.957 eV. The calculation puts the HOMO-LUMO gap at 9.0 eV. As for the net charge: 0. The relative energy (zero: lowest compared OMol25 entry of this formula, charge and spin) comes out at 2.920 eV.

=====

Entry 5:
Computed, not measured: a cluster of 2 separate species, C4H8O2 in total, with ωB97M-V/def2-TZVPD.

Last column: Löwdin charge in e.
Cartesian coordinates (Å):
C  -1.582199  -1.196467  0.398184  -0.01
C  -0.160609  -0.693917  0.462674  -0.41
O  0.520449  -0.894658  1.440915  0.05
C  0.386705  -0.098513  -0.820018  -0.25
C  0.509944  1.332301  -1.139014  -0.10
O  1.637855  0.542700  -0.809089  -0.04
H  -1.546438  -2.190884  -0.062260  0.09
H  -1.961886  -1.307824  1.415979  0.09
H  -2.248061  -0.565516  -0.197467  0.08
H  1.670789  1.399167  1.895605  0.06
H  1.859819  0.711887  1.685306  0.05
H  0.231485  -0.773778  -1.665416  0.15
H  0.234959  2.102839  -0.418507  0.12
H  0.447189  1.632662  -2.186892  0.11

Forces on atoms 1 to 3 (eV/Å):
C -0.10 -0.02 0.00
C 0.14 -0.22 0.21
O -0.24 0.06 -0.49

For the HOMO energy, the calculation gives -9.835 eV. The calculation puts the HOMO-LUMO gap at 10.6 eV. As for the net charge: 0. The relative energy (zero: lowest compared OMol25 entry of this formula, charge and spin) comes out at 3.203 eV.

=====

Entry 6:
Computed, not measured: a structure of composition C24H31Br22Cl2FINO4 at a distorted geometry, with ωB97M-V/def2-TZVPD.

Last column: Löwdin charge in e.
Cartesian coordinates (Å):
C  2.439431  4.619741  0.133918  -0.16
C  3.443180  4.107706  0.525624  -0.28
C  4.468016  3.177906  0.928108  -0.20
C  4.417980  1.838524  0.140861  -0.14
C  4.856755  0.755713  1.111478  -0.21
C  4.892553  -0.653977  0.535589  -0.90
F  5.780130  -0.636499  -0.481468  -0.01
I  5.751900  -1.924547  2.071375  1.00
O  3.641965  -1.059437  0.129599  -0.11
C  3.680307  -2.334326  -0.426607  -0.62
Cl  4.037670  -2.115640  -2.186940  0.74
C  2.368258  -3.227515  -0.242622  -0.83
O  2.130172  -3.883689  -1.438794  -0.07
Cl  2.764959  -4.598688  0.905469  0.71
O  1.168151  -2.639231  -0.040955  -0.02
C  0.737133  -1.928027  1.108287  -0.43
C  1.594628  -1.761542  2.255872  -0.08
C  2.283910  -1.786838  3.226702  0.13
C  -0.534890  -2.627898  1.634806  -0.18
C  -1.577277  -2.914589  0.563748  -0.64
C  -2.771208  -1.946839  0.634150  -0.14
Br  -2.327281  -4.713688  0.979491  0.70
C  0.301414  -0.504781  0.628709  -0.04
C  0.007818  -0.443574  -0.853466  -0.36
O  1.201823  -0.401795  -1.611763  -0.02
C  -0.747396  0.862925  -1.134995  -0.20
N  -2.204367  0.660901  -1.275862  0.01
H  1.493863  4.926819  -0.167106  -0.04
H  4.375388  2.998988  1.990474  0.10
H  5.422440  3.657047  0.746985  0.12
H  5.117265  1.923766  -0.675508  0.12
H  3.420066  1.677805  -0.233988  0.11
H  5.885184  0.950794  1.390875  0.11
H  4.280978  0.746822  2.025806  0.11
H  4.509001  -2.925231  -0.066342  0.00
H  2.569605  -4.734418  -1.412553  0.08
H  2.882560  -1.535707  4.051034  0.03
H  -0.949847  -2.063283  2.452467  0.13
H  -0.204169  -3.562096  2.068399  0.08
H  -1.181452  -3.020375  -0.427349  0.07
H  -2.623430  -1.254620  1.450507  0.07
H  -3.667256  -2.493570  0.872353  0.04
H  -2.957753  -1.456916  -0.309561  0.06
H  1.081355  0.196625  0.879593  0.13
H  -0.600880  -0.240985  1.160225  0.12
H  -0.649213  -1.223468  -1.214315  0.13
H  1.113853  -0.944364  -2.394149  0.09
H  -0.378361  1.210768  -2.087063  0.12
H  -0.480821  1.572334  -0.368160  0.11
H  -2.518591  1.307600  -1.985790  0.02
H  -2.643961  1.007362  -0.433245  0.06
C  -4.773531  -6.769931  -1.270016  -1.66
Br  -4.902420  -8.532666  -2.026679  0.57
Br  -4.534050  -5.431326  -2.624235  0.56
Br  -6.272488  -6.364797  -0.132045  0.56
H  -3.891942  -6.752750  -0.646497  -0.08
C  1.389666  7.465960  -3.219319  -1.61
Br  -0.532080  7.518400  -3.368660  0.55
Br  2.077659  9.045076  -2.370245  0.59
Br  1.997904  5.865786  -2.324173  0.71
H  1.783214  7.447023  -4.224104  -0.03
C  8.037056  -5.504833  1.999572  -1.65
Br  8.939088  -7.201745  1.965179  0.58
Br  6.467926  -5.507769  0.892355  0.53
Br  7.628497  -4.951095  3.798510  0.54
H  8.715952  -4.773307  1.588942  -0.03
C  3.495960  6.064332  4.464344  -1.61
Br  3.545428  4.438766  5.494735  0.56
Br  5.184556  6.985824  4.511853  0.57
Br  2.930532  5.711923  2.641965  0.75
H  2.767959  6.712452  4.929173  -0.03
C  -4.812130  4.788452  -1.418116  -1.66
Br  -3.563743  5.723395  -2.553029  0.54
Br  -5.036051  2.955397  -1.946048  0.60
Br  -4.344132  4.952875  0.441416  0.57
H  -5.770421  5.269680  -1.542949  -0.14
C  -8.577414  7.093122  -1.075766  -1.62
Br  -8.536075  5.562119  -2.243904  0.60
Br  -9.336734  6.660812  0.635318  0.59
Br  -6.832269  7.884043  -0.898594  0.60
H  -9.218328  7.829656  -1.534875  -0.03
C  -9.752245  -6.986011  -2.517572  -1.66
Br  -11.529011  -7.537036  -2.026011  0.57
Br  -9.057832  -8.037596  -3.968746  0.56
Br  -9.674372  -5.103220  -2.902211  0.56
H  -9.115663  -7.163023  -1.663476  -0.06

Forces on atoms 1 to 3 (eV/Å):
C -0.03 -0.60 0.16
C -0.31 -1.02 -0.79
C 0.53 0.15 -0.48

For the HOMO energy, the calculation gives -9.491 eV. The calculation puts the HOMO-LUMO gap at 9.1 eV. As for the net charge: 0.